{
  "formula": "C57H150Br3N10O10",
  "method": "ωB97M-V/def2-TZVPD",
  "symbols": ["C", "C", "C", "C", "C", "C", "N", "O", "C", "C", "C", "H", "H", "H", "H", "H", "H", "H", "H", "H", "H", "H", "H", "H", "H", "H", "H", "H", "H", "C", "C", "N", "C", "C", "C", "C", "C", "O", "C", "H", "H", "H", "H", "H", "H", "H", "H", "H", "H", "H", "H", "H", "H", "H", "H", "H", "H", "H", "H", "C", "N", "C", "C", "C", "C", "O", "H", "H", "H", "H", "H", "H", "H", "H", "H", "H", "H", "H", "H", "H", "C", "N", "C", "C", "C", "C", "O", "H", "H", "H", "H", "H", "H", "H", "H", "H", "H", "H", "H", "H", "H", "C", "N", "C", "C", "C", "C", "O", "H", "H", "H", "H", "H", "H", "H", "H", "H", "H", "H", "H", "H", "H", "C", "N", "C", "C", "C", "C", "O", "H", "H", "H", "H", "H", "H", "H", "H", "H", "H", "H", "H", "H", "H", "C", "N", "C", "C", "C", "C", "O", "H", "H", "H", "H", "H", "H", "H", "H", "H", "H", "H", "H", "H", "H", "C", "N", "C", "C", "C", "C", "O", "H", "H", "H", "H", "H", "H", "H", "H", "H", "H", "H", "H", "H", "H", "C", "N", "C", "C", "C", "C", "O", "H", "H", "H", "H", "H", "H", "H", "H", "H", "H", "H", "H", "H", "H", "C", "N", "C", "C", "C", "C", "O", "H", "H", "H", "H", "H", "H", "H", "H", "H", "H", "H", "H", "H", "H", "Br", "Br", "Br"],
  "xyz": [[3.08267, 0.53636, -10.38390], [2.14374, -0.22121, -11.37231], [2.70595, -1.62873, -11.66223], [2.74463, -2.60176, -10.41406], [1.32408, -2.82143, -9.87118], [0.66179, -1.42329, -9.49744], [0.78135, -0.36719, -10.67726], [-0.08137, 0.71850, -10.61635], [1.26414, -0.76059, -8.18086], [-0.85101, -1.72542, -9.32692], [1.88212, 0.60928, -12.67230], [3.86630, 1.05375, -10.93737], [3.68819, -0.09966, -9.73820], [2.55545, 1.29105, -9.80029], [3.72290, -1.44427, -12.00848], [2.18063, -2.07475, -12.50675], [3.32040, -2.14535, -9.60889], [3.21509, -3.53945, -10.70990], [1.33258, -3.51426, -9.02975], [0.69322, -3.24855, -10.65073], [0.86767, 0.25054, -8.08853], [2.34674, -0.63382, -8.18275], [1.15618, -1.36976, -7.28344], [-1.23919, -2.32726, -10.14864], [-1.49459, -0.84586, -9.30998], [-1.08229, -2.31286, -8.43837], [1.30719, 0.08515, -13.43573], [2.89020, 0.79570, -13.04260], [1.42405, 1.58077, -12.48662], [-4.55249, -3.13160, 8.98796], [-3.84664, -1.88737, 9.52645], [-2.33021, -1.80189, 9.13500], [-1.70693, -0.67974, 9.92592], [-1.71973, -3.16845, 9.49720], [-0.16560, -3.19247, 9.46134], [-2.12947, -1.50251, 7.64934], [-3.06545, -0.41544, 7.05922], [-2.77692, 0.86488, 7.53621], [-3.84150, 1.77512, 7.45385], [-4.46230, -4.04988, 9.56824], [-4.31601, -3.46988, 7.97914], [-5.61892, -2.91191, 8.93730], [-3.79225, -1.87699, 10.61504], [-4.39619, -1.00404, 9.20115], [-2.26975, 0.20074, 9.61596], [-0.70181, -0.56810, 9.51928], [-1.56983, -0.84613, 10.99440], [-2.24386, -3.90197, 8.88456], [-2.08545, -3.42392, 10.49171], [0.32800, -2.72299, 8.61044], [0.16865, -4.22348, 9.34562], [0.21972, -2.84346, 10.41937], [-2.32714, -2.42694, 7.10669], [-1.09306, -1.21044, 7.48005], [-4.13652, -0.60555, 7.12804], [-2.77229, -0.32189, 6.01355], [-4.60083, 1.51016, 8.18960], [-4.37335, 1.82091, 6.50351], [-3.51991, 2.77715, 7.73778], [-9.25324, 1.17277, -0.51084], [-8.75565, 1.77911, -1.80938], [-7.56287, 2.74089, -1.50610], [-8.10370, 0.66910, -2.67169], [-9.87401, 2.55172, -2.56705], [-9.45545, 3.39858, -3.69314], [-10.66123, 3.81195, -4.26489], [-8.45225, 0.44801, -0.36504], [-10.14957, 0.60528, -0.76116], [-9.48383, 1.98751, 0.17555], [-7.05628, 2.85990, -2.46387], [-6.84575, 2.15827, -0.92784], [-7.91277, 3.70571, -1.13894], [-7.37317, 0.01351, -2.19774], [-7.72845, 1.14452, -3.57793], [-8.91458, 0.00423, -2.96921], [-10.24004, 3.18653, -1.76013], [-10.60741, 1.78476, -2.81606], [-8.79773, 2.83483, -4.35472], [-8.93990, 4.29020, -3.33631], [-11.16414, 3.05705, -4.57924], [9.27036, 5.02464, 3.73747], [7.72980, 5.07723, 3.42458], [7.11373, 3.75641, 3.76060], [7.03331, 6.18473, 4.31017], [7.50778, 5.51708, 1.95557], [7.92210, 4.60496, 0.75294], [7.22080, 3.35982, 0.76188], [9.74275, 5.99966, 3.61796], [9.70001, 4.08128, 3.40049], [9.30433, 4.96385, 4.82524], [6.07302, 3.84143, 3.44786], [7.19657, 3.57179, 4.83165], [7.62705, 2.94668, 3.24200], [6.00469, 6.29971, 3.96836], [7.56556, 7.13411, 4.25109], [7.10370, 5.77440, 5.31753], [7.95012, 6.51313, 1.97404], [6.42965, 5.54912, 1.79840], [9.00041, 4.46333, 0.68040], [7.59933, 5.14940, -0.13448], [6.86451, 3.21515, -0.11774], [1.10132, -0.09597, -0.33827], [-0.07958, 0.92166, -0.46104], [-0.31776, 1.61209, 0.89008], [0.26482, 2.04015, -1.51901], [-1.31964, 0.17736, -0.99845], [-2.10033, -0.75375, -0.01191], [-3.04442, -0.01765, 0.69613], [0.82906, -0.77190, 0.47235], [1.94454, 0.53733, -0.06258], [1.15797, -0.63599, -1.28339], [-1.27768, 2.11335, 0.76603], [0.56528, 2.24682, 0.96396], [-0.34974, 0.80943, 1.62684], [0.29779, 1.62990, -2.52832], [1.26118, 2.41178, -1.27971], [-0.40557, 2.89639, -1.44469], [-1.07997, -0.37796, -1.90526], [-1.93973, 0.95261, -1.44855], [-1.45251, -1.31130, 0.66452], [-2.77083, -1.44756, -0.51901], [-3.65442, -0.61277, 1.13811], [-6.97900, -5.56241, -3.01915], [-6.55953, -6.90054, -3.60585], [-5.92198, -7.74729, -2.44895], [-7.78919, -7.67999, -4.03503], [-5.41723, -6.77870, -4.68400], [-5.86550, -6.31104, -6.07710], [-6.22640, -4.89999, -5.96512], [-5.99511, -5.26429, -2.65696], [-7.82036, -5.73645, -2.34839], [-7.35888, -4.98481, -3.86187], [-4.98752, -7.23946, -2.21016], [-5.78200, -8.76003, -2.82694], [-6.39131, -7.75962, -1.46525], [-8.29717, -7.09049, -4.79828], [-8.35042, -7.74846, -3.10313], [-7.50771, -8.66674, -4.40273], [-4.98203, -7.77686, -4.73302], [-4.65309, -6.12933, -4.25681], [-6.72288, -6.90512, -6.39343], [-5.00063, -6.52769, -6.70413], [-7.05849, -4.81560, -6.43640], [1.70730, -7.30022, 2.88432], [0.71537, -8.08309, 3.68346], [1.15818, -9.53215, 3.75540], [0.68209, -7.48937, 5.03228], [-0.75429, -7.93353, 2.98419], [-1.85953, -8.53824, 3.79728], [-2.26880, -7.66401, 4.80108], [1.75259, -7.59838, 1.83687], [2.64815, -7.54658, 3.37648], [1.47734, -6.23606, 2.93721], [2.14728, -9.43179, 4.20226], [1.19026, -9.76083, 2.69013], [0.46848, -10.17576, 4.30146], [0.24912, -6.49035, 4.98140], [1.67901, -7.39339, 5.46246], [0.20615, -8.13660, 5.76894], [-0.55679, -8.53914, 2.09969], [-0.89760, -6.88043, 2.74221], [-1.63535, -9.49315, 4.27267], [-2.61264, -8.60266, 3.01191], [-2.77492, -6.95543, 4.39691], [7.96753, -4.94117, -2.44725], [6.90472, -3.87340, -1.99618], [6.18412, -3.43184, -3.28763], [5.90644, -4.54384, -1.00910], [7.48535, -2.59374, -1.25387], [8.10369, -2.94225, 0.12827], [9.35245, -3.55164, -0.10605], [7.50616, -5.80293, -2.92955], [8.41157, -5.43038, -1.58031], [8.58224, -4.52743, -3.24666], [6.89092, -2.87045, -3.89866], [5.25649, -2.93596, -3.00175], [5.91390, -4.34283, -3.82165], [5.30142, -5.24748, -1.58089], [5.31748, -3.69998, -0.64976], [6.52543, -5.00315, -0.23840], [6.59975, -1.96985, -1.13312], [8.17927, -2.18865, -1.99040], [7.40847, -3.32452, 0.87568], [8.16978, -1.94855, 0.57133], [9.87045, -3.42283, 0.69188], [2.45163, 9.46478, -4.99385], [1.43827, 8.45877, -5.52796], [1.81141, 7.04825, -5.22360], [0.07282, 8.75803, -4.84096], [1.26800, 8.68540, -7.04668], [0.15000, 7.91555, -7.83413], [0.37916, 6.52191, -7.91428], [2.70303, 9.31094, -3.94445], [2.04404, 10.45791, -5.18272], [3.32568, 9.19780, -5.58785], [1.00289, 6.31776, -5.19578], [2.22694, 7.05324, -4.21592], [2.57226, 6.61909, -5.87554], [-0.19999, 9.76269, -5.16396], [0.28652, 8.59287, -3.78495], [-0.65050, 8.04396, -5.23469], [2.23793, 8.47376, -7.49673], [1.15082, 9.76619, -7.12595], [0.07293, 8.25683, -8.86645], [-0.86988, 8.07669, -7.48488], [-0.17386, 6.00998, -7.31956], [2.57314, 5.71741, 10.14433], [1.34779, 6.42504, 9.55778], [0.00721, 5.79096, 10.03208], [1.42262, 7.89117, 9.99882], [1.36548, 6.48019, 7.99005], [1.41838, 5.10254, 7.28251], [2.50201, 4.29359, 7.63181], [2.76094, 6.05201, 11.16455], [3.42509, 6.04249, 9.54718], [2.38919, 4.64642, 10.05923], [-0.74991, 6.46259, 9.62740], [-0.09811, 5.80072, 11.11693], [0.02528, 4.80443, 9.56889], [0.69547, 8.57314, 9.55805], [2.35625, 8.33984, 9.65951], [1.32819, 7.76562, 11.07745], [2.34769, 6.92084, 7.81916], [0.68910, 7.25830, 7.63631], [1.41066, 5.20342, 6.19723], [0.50882, 4.52369, 7.44291], [2.30826, 3.39851, 7.34389], [1.74943, 7.23876, 0.92720], [-6.29912, -4.30520, 3.10415], [3.35526, -1.69389, 4.67142]],
  "forces_ev_per_angstrom": [[0.17, 0.40, 0.13], [-1.11, 0.21, -1.14], [0.06, -0.40, 0.88], [-0.65, 0.89, -0.77], [0.53, 1.62, -1.08], [-1.34, -1.38, 0.65], [-3.09, 6.25, 3.15], [5.57, -7.55, -0.84], [0.55, 0.35, -1.13], [-0.38, 0.41, -0.26], [0.86, -0.16, 0.66], [-0.37, 0.11, -0.57], [-0.57, -0.27, 0.08], [0.02, -0.07, -0.04], [0.06, -0.04, -0.03], [-0.13, -0.10, 0.10], [0.34, -0.15, -0.13], [-0.03, 0.08, 0.06], [-0.25, 0.37, 0.23], [0.03, -0.17, 0.02], [-0.32, -0.19, 0.35], [0.00, -0.06, -0.61], [-0.95, -0.18, -0.31], [0.29, 0.01, -0.21], [0.29, 0.18, 0.21], [0.50, 0.11, 0.17], [0.04, -0.19, 0.22], [-0.12, 0.03, -0.35], [0.03, -0.15, 0.21], [-0.54, -0.37, -0.12], [0.82, -0.71, -0.23], [-0.74, -0.34, 0.41], [0.59, 0.06, -1.12], [0.41, 0.42, -0.17], [-0.73, -0.62, -0.01], [-1.06, 0.34, 0.14], [0.78, 0.01, -0.58], [0.74, 0.68, 0.91], [-0.95, 0.29, 0.71], [0.17, 0.32, 0.44], [0.32, 0.57, -0.24], [-0.03, 0.03, 0.16], [-0.28, -0.07, -0.04], [0.57, 0.15, -0.02], [0.10, 0.06, 0.64], [0.02, 0.10, 0.05], [-0.74, -0.27, -0.11], [0.52, 0.16, -0.46], [0.20, 0.37, 0.22], [-0.32, 0.49, 0.09], [-0.24, -0.17, 0.31], [0.17, 0.18, -0.27], [0.01, 0.02, 0.05], [-0.06, -0.07, 0.20], [0.03, -0.45, 0.04], [-0.35, -0.88, -0.47], [-0.25, -0.12, 0.16], [0.40, -0.14, -0.40], [0.36, -0.16, -0.22], [0.09, -0.17, -1.95], [2.14, 0.42, -0.65], [-0.71, -1.20, -1.14], [-1.88, 0.42, -0.47], [0.72, -1.36, 2.87], [0.00, 0.09, -0.57], [0.15, 0.61, -0.39], [-0.24, 0.27, 1.45], [-0.11, 0.11, 0.19], [0.41, -0.46, 0.30], [-0.21, 0.44, -0.03], [-0.33, 0.44, 0.65], [0.13, -0.35, 0.40], [0.13, 0.74, 0.51], [0.17, -0.15, 0.22], [-0.11, 0.03, -0.05], [-0.54, -0.04, -0.16], [-0.05, 0.14, -0.14], [0.08, 0.17, -0.50], [0.01, 0.01, -0.22], [-0.12, -0.08, -0.23], [-1.92, 0.18, 1.76], [1.19, 0.99, -0.34], [-0.05, 0.25, -0.19], [0.93, -1.38, -0.50], [-0.49, -1.05, 0.07], [0.21, 0.42, 0.65], [0.19, 0.24, 0.42], [0.07, -0.32, -1.15], [0.10, 0.59, -0.70], [-0.14, -0.35, 0.21], [0.04, -0.38, 0.12], [-0.06, 0.21, -0.05], [-0.15, 0.24, -0.18], [0.12, -0.13, 0.05], [0.10, -0.22, -0.21], [-0.22, 0.28, -0.01], [-0.04, -0.11, -0.69], [-0.14, 0.49, 0.53], [0.05, -0.19, 0.10], [0.21, 0.40, 0.12], [0.03, 0.00, 0.04], [-1.57, 1.49, 0.21], [0.00, -0.48, -1.56], [0.22, -0.99, -1.60], [0.53, -0.87, 1.05], [-0.47, -0.05, 0.26], [-0.39, 0.33, -0.57], [-0.08, 1.65, 0.86], [0.23, 0.04, -0.05], [0.25, -0.54, -0.18], [0.36, 0.25, 0.10], [0.29, 0.25, 0.47], [-0.41, 0.25, 0.64], [-0.05, 0.39, 0.18], [-0.26, -0.21, 0.20], [-0.02, -0.09, 0.13], [-0.29, -0.40, 0.16], [0.82, -0.30, 0.30], [-0.49, 0.13, 0.74], [0.38, -0.06, -0.11], [1.08, -0.56, -1.01], [-0.10, -0.14, 0.21], [0.47, -1.20, -1.50], [0.42, -1.54, 1.03], [0.61, 0.90, -0.67], [0.75, 0.75, 0.08], [-1.24, -0.34, 0.43], [-0.21, 0.54, 1.86], [0.38, -1.42, -0.39], [-0.76, 1.03, 0.64], [0.62, 0.10, 0.53], [0.42, 0.30, 0.22], [0.32, -0.31, -0.38], [0.12, 0.18, 0.10], [-1.09, 0.20, -0.53], [-0.21, -0.24, 0.15], [-0.39, -0.22, -0.40], [-0.03, 0.14, 0.01], [-0.13, -0.05, -0.15], [-0.21, 0.19, 0.00], [0.14, 0.01, -0.28], [-0.17, 0.45, -0.43], [-0.05, 0.33, -0.24], [0.19, -0.41, 0.29], [-2.05, 0.67, -0.27], [-0.09, 1.52, -0.97], [0.33, 0.28, 1.19], [3.07, -1.49, 0.59], [-0.21, 0.98, -0.48], [-0.07, 0.24, 0.60], [-0.24, -0.29, 0.14], [0.24, 0.52, -0.33], [0.06, -0.12, 0.23], [-0.06, -0.77, -0.02], [0.37, -0.85, 0.25], [0.15, 0.30, 0.02], [-0.18, -0.27, 0.13], [0.36, 0.06, -0.55], [-0.66, 0.11, -0.46], [-0.35, 0.24, -0.31], [0.06, -0.09, 0.17], [-0.04, -0.07, -0.41], [-0.59, -0.78, 0.23], [-0.39, 0.17, 0.14], [-1.01, 0.11, 0.28], [-0.06, -0.96, -0.33], [0.39, -0.99, 1.25], [1.11, 1.00, -1.48], [-0.51, -2.34, -0.10], [-0.13, 1.97, -1.42], [-0.88, -0.04, 0.55], [-0.94, 0.33, -0.09], [0.66, 0.95, -0.03], [0.50, 0.29, 0.75], [-0.29, 0.25, 0.19], [0.32, 0.42, -0.15], [0.06, 0.03, 0.02], [0.13, -0.06, 0.23], [-0.17, -0.41, 0.33], [-0.46, -0.05, -0.04], [0.15, 0.13, -0.03], [0.21, 0.20, 0.50], [-0.02, -1.24, -0.36], [0.77, 0.50, -0.06], [0.45, -0.21, 0.10], [0.09, -1.14, -0.97], [-2.23, -0.20, -0.32], [0.91, -0.45, 1.00], [1.43, -0.60, -0.86], [-0.07, 0.09, -0.20], [-0.26, -0.10, 0.67], [0.67, -0.40, 0.02], [-0.50, -0.14, -0.01], [0.35, -0.09, -0.01], [0.28, 0.77, 0.09], [-0.41, 0.65, -0.29], [0.00, 0.01, 0.07], [-0.02, 0.60, -0.28], [-0.04, -0.01, 0.56], [-0.51, 0.43, 0.02], [0.07, 0.07, 0.23], [-0.01, -0.24, 0.05], [-0.35, -0.04, -0.23], [0.70, 0.44, 0.07], [0.10, 0.35, 0.52], [-0.16, 0.31, 0.01], [-0.60, 0.34, -0.67], [-0.93, 0.92, -0.67], [1.35, 1.04, -0.86], [0.14, -0.78, 0.28], [2.24, -1.03, 0.82], [-1.78, -0.03, -0.53], [0.83, 0.33, 0.74], [-0.46, -0.12, 0.01], [-0.05, -0.32, -0.02], [0.33, 0.23, 0.11], [-0.18, -0.39, -0.12], [0.44, -0.22, -0.10], [-0.45, 0.06, 0.40], [-0.66, -0.69, 0.13], [0.36, -0.48, 0.46], [0.15, 0.95, -0.03], [0.16, 0.08, -0.10], [-0.60, -0.72, 0.06], [0.06, 0.89, -0.13], [-0.43, 0.20, 0.37], [0.11, -0.11, -0.05], [0.07, -0.46, -0.22], [0.49, 0.16, -0.31], [-0.27, 0.02, -0.37]],
  "charge": 7,
  "lumo_ev": -14.00,
  "orbital_gap_ev": 0.95
}


{
  "formula": "C13H15CoPSe2",
  "method": "ωB97M-V/def2-TZVPD",
  "symbols": ["Co", "C", "H", "H", "H", "H", "H", "Se", "P", "Se", "C", "C", "C", "C", "C", "C", "C", "C", "C", "C", "C", "C", "H", "H", "H", "H", "H", "H", "H", "H", "H", "H"],
  "xyz": [[-2.24410, -0.66010, -2.12875], [-2.53537, 0.41818, -3.67208], [-3.57176, 0.79389, -3.57673], [-1.81517, 1.23308, -3.84411], [-2.48102, -0.35472, -4.46199], [-2.61110, -1.78129, -0.97041], [-3.24939, -1.78112, -1.39856], [-2.20549, 1.11845, -0.78735], [-0.38943, -0.16675, -0.59086], [-0.21489, -1.66301, -2.21417], [-0.38942, -0.88086, 1.09976], [0.14394, -0.12671, 2.15921], [-0.01244, -0.57699, 3.47161], [-0.74197, -1.74288, 3.72711], [-1.31612, -2.46186, 2.67445], [-1.12006, -2.04466, 1.35219], [1.15939, 0.80487, -0.52235], [1.13209, 2.18909, -0.69197], [2.32706, 2.90994, -0.61762], [3.54119, 2.23811, -0.42642], [3.56533, 0.84255, -0.29131], [2.37097, 0.12055, -0.33600], [0.68690, 0.79899, 1.95641], [0.43617, -0.01012, 4.28924], [-0.86686, -2.08817, 4.75469], [-1.91576, -3.34861, 2.87725], [-1.51887, -2.61994, 0.51313], [0.16988, 2.68616, -0.85539], [2.31090, 3.99789, -0.71247], [4.47253, 2.80228, -0.39209], [4.51157, 0.32252, -0.14556], [2.37132, -0.96879, -0.23886]],
  "forces_ev_per_angstrom": [[-0.83, 0.21, -1.33], [-0.92, -0.24, -1.47], [0.44, 0.05, -0.29], [-0.30, -0.44, 0.16], [-0.08, 0.53, -0.13], [-0.39, -0.67, 0.36], [-1.09, -0.70, 0.07], [1.11, 1.42, 2.06], [0.85, 0.37, 0.58], [1.89, -0.48, 0.69], [-0.50, 0.09, -0.03], [-0.07, -0.32, -0.01], [-0.04, -0.12, -0.26], [-0.03, 0.09, -0.15], [0.19, 0.12, -0.21], [0.16, 0.09, 0.43], [-0.02, 0.19, -0.49], [0.12, -0.09, 0.21], [0.22, -0.16, -0.02], [-0.37, -0.07, -0.03], [-0.35, 0.12, 0.00], [0.03, 0.29, -0.06], [-0.19, -0.32, 0.09], [-0.18, -0.19, -0.21], [0.00, 0.10, -0.30], [0.22, 0.17, -0.03], [0.11, 0.09, 0.35], [0.42, -0.13, 0.06], [0.03, -0.36, -0.02], [-0.22, -0.13, 0.02], [-0.23, 0.12, -0.05], [0.03, 0.35, -0.01]],
  "s_squared": 3.773,
  "e_above_lowest_kcal_mol": 9.7,
  "lumo_ev": [0.29, -0.79],
  "multiplicity": 4,
  "orbital_gap_ev": [7.27, 7.07]
}